(1)
ORCA calculation (ωB97M-V/def2-TZVPD) on a 7-piece molecular cluster, C23H32N6O14 overall at a distorted geometry.

Its charge is 0. The energy comes out at -61950.087 eV. As for the structure (SMILES): CCCc1cccc2c1C(=O)c1ccccc1C2=O.C[N+](=O)[O-].C[N+](=O)[O-].C[N+](=O)[O-].C[N+](=O)[O-].C[N+](=O)[O-].C[N+](=O)[O-]. The value obtained for the HOMO energy is -9.146 eV.

Last column: Löwdin charge in e.
Atoms and positions in Å:
1 C 3.6446 0.5363 2.2017  -0.124
2 C 3.5435 1.5219 0.9370  -0.246
3 C 3.8040 0.8302 -0.4903  -0.177
4 C 3.4392 -0.7202 -0.5664  -0.116
5 C 4.6593 -1.7153 -0.6850  -0.004
6 C 4.3544 -3.2397 -0.7813  -0.043
7 C 2.9062 -3.8339 -0.7840  0.009
8 C 1.7025 -2.8611 -0.6787  -0.029
9 C 2.0138 -1.3177 -0.5713  0.003
10 C 0.7314 -0.3706 -0.4706  -0.254
11 O 0.6459 0.6676 0.2343  0.035
12 C -0.5597 -0.8186 -1.3025  -0.036
13 C -1.4713 0.2936 -1.9275  0.016
14 C -2.6890 -0.1906 -2.7598  -0.048
15 C -2.9716 -1.7049 -2.9189  -0.049
16 C -2.0925 -2.8318 -2.2659  0.012
17 C -0.8531 -2.3501 -1.4531  -0.043
18 C 0.1654 -3.3347 -0.7029  -0.240
19 O -0.2258 -4.3972 -0.1343  0.024
20 H 4.2354 -0.4214 2.0245  0.076
21 H 2.5976 0.3688 2.6415  0.076
22 H 4.2255 1.1178 3.0188  0.065
23 H 4.3805 2.3113 1.0723  0.105
24 H 2.5659 2.1312 0.9283  0.100
25 H 3.1022 1.3639 -1.2424  0.119
26 H 4.8697 0.9998 -0.9049  0.115
27 H 5.7264 -1.2880 -0.6840  0.105
28 H 5.2216 -3.9835 -0.8778  0.093
29 H 2.7396 -4.9690 -0.8731  0.104
30 H -1.2161 1.3932 -1.7604  0.106
31 H -3.3714 0.6115 -3.2330  0.075
32 H -3.8724 -2.0482 -3.5455  0.095
33 H -2.3464 -3.9443 -2.3764  0.106
34 C -0.3956 -7.7298 -0.1465  0.038
35 N 0.9075 -8.3988 0.1052  -0.445
36 O 0.8843 -9.4747 0.6801  0.063
37 O 1.9090 -7.8191 -0.2841  0.047
38 H -1.1938 -8.3546 0.2502  0.095
39 H -0.3730 -6.7651 0.3595  0.077
40 H -0.4999 -7.6088 -1.2240  0.102
41 C -5.6774 2.9264 -1.5642  0.038
42 N -5.7701 1.8609 -2.5951  -0.419
43 O -5.1776 2.0468 -3.6515  0.010
44 O -6.4300 0.8765 -2.3148  0.074
45 H -5.0635 3.7339 -1.9503  0.067
46 H -6.6890 3.2750 -1.3601  0.093
47 H -5.2231 2.4862 -0.6765  0.106
48 C 3.4417 -0.0003 6.3646  0.047
49 N 4.9111 0.0982 6.1645  -0.430
50 O 5.5549 0.7004 7.0113  0.045
51 O 5.3665 -0.4310 5.1668  0.070
52 H 3.1781 0.5128 7.2877  0.095
53 H 2.9615 0.4732 5.5088  0.093
54 H 3.1887 -1.0581 6.4251  0.105
55 C -7.1347 6.7638 -4.1727  0.044
56 N -6.8436 5.7738 -3.1035  -0.417
57 O -7.7930 5.3015 -2.5017  0.071
58 O -5.6674 5.5047 -2.9051  0.038
59 H -8.2118 6.9045 -4.2376  0.101
60 H -6.6394 7.6953 -3.9007  0.103
61 H -6.7414 6.3643 -5.1067  0.092
62 C 7.9944 0.8753 8.7833  0.025
63 N 9.4310 0.5789 9.0253  -0.448
64 O 9.9861 -0.1794 8.2470  0.063
65 O 9.9508 1.1186 9.9890  0.052
66 H 7.6672 0.3317 7.9003  0.069
67 H 7.4396 0.5514 9.6631  0.103
68 H 7.9019 1.9499 8.6305  0.103
69 C -6.9166 2.4847 -6.4375  0.051
70 N -7.6769 3.7612 -6.4007  -0.437
71 O -7.5831 4.4997 -7.3682  0.061
72 O -8.3425 3.9779 -5.3999  0.050
73 H -6.3741 2.4257 -7.3794  0.098
74 H -6.2262 2.4893 -5.5942  0.070
75 H -7.6360 1.6707 -6.3555  0.107



(2)
ORCA calculation (ωB97M-V/def2-TZVPD) on C17H24N2O5S in the gas phase at a distorted geometry.

Its charge is 0. The energy relative to the best compared isomer or geometry (same formula, charge and spin) comes out at 43.7 kcal per mole. The energy comes out at -42070.895 eV. As for the structure (SMILES): O=C(COc1ccc(S(=O)(=O)N2CCCCC2)cc1)N1CCOCC1. The value obtained for the HOMO energy is -9.055 eV.

Last column: Löwdin charge in e.
Atoms and positions in Å:
1 O -3.8343 -0.6004 2.0656  0.062
2 C -3.6223 -0.6741 0.8697  -0.448
3 C -3.7929 -2.0215 0.1561  -0.078
4 O -2.7881 -2.3692 -0.7726  -0.060
5 C -1.4824 -2.3399 -0.3797  -0.254
6 C -0.5502 -2.4944 -1.4092  0.010
7 C 0.7989 -2.4127 -1.1383  -0.051
8 C 1.2198 -2.1899 0.1603  -0.270
9 S 2.9514 -1.8667 0.4717  0.667
10 O 3.7356 -2.4703 -0.5654  -0.282
11 O 3.2563 -2.1732 1.8378  -0.280
12 N 3.0809 -0.2146 0.2922  -0.224
13 C 2.4054 0.5637 1.3050  -0.209
14 C 2.9128 2.0028 1.2628  -0.166
15 C 2.6829 2.5843 -0.1294  -0.199
16 C 3.3737 1.7017 -1.1652  -0.167
17 C 2.8497 0.2728 -1.0474  -0.210
18 C 0.3088 -2.0742 1.1897  -0.040
19 C -1.0487 -2.1553 0.9293  0.017
20 N -3.2904 0.4093 0.1373  -0.039
21 C -3.0018 0.4836 -1.2760  -0.091
22 C -1.5603 1.0318 -1.4542  -0.161
23 O -0.8407 0.9585 -0.2481  -0.166
24 C -1.3940 1.7851 0.7565  -0.163
25 C -2.9289 1.6330 0.8227  -0.091
26 H -3.8841 -2.7817 0.9419  0.141
27 H -4.7235 -2.0081 -0.4208  0.144
28 H -0.9127 -2.6645 -2.4112  0.125
29 H 1.5388 -2.5242 -1.9147  0.118
30 H 2.6273 0.0936 2.2634  0.119
31 H 1.3175 0.5525 1.1339  0.106
32 H 3.9794 2.0093 1.4898  0.119
33 H 2.3927 2.5937 2.0184  0.113
34 H 3.0683 3.6040 -0.1829  0.110
35 H 1.6104 2.6103 -0.3366  0.102
36 H 4.4493 1.7007 -0.9854  0.119
37 H 3.1899 2.0745 -2.1741  0.113
38 H 3.3784 -0.4000 -1.7233  0.118
39 H 1.7728 0.2560 -1.2841  0.119
40 H 0.6725 -1.9303 2.1946  0.121
41 H -1.7485 -2.0612 1.7435  0.116
42 H -3.7214 1.1695 -1.7416  0.129
43 H -3.1050 -0.4929 -1.7401  0.116
44 H -1.0002 0.4284 -2.1698  0.120
45 H -1.5877 2.0727 -1.8096  0.126
46 H -0.9273 1.4564 1.6864  0.124
47 H -1.1254 2.8362 0.5712  0.124
48 H -3.4295 2.4696 0.3259  0.130
49 H -3.2732 1.5652 1.8542  0.124



(3)
ORCA calculation (ωB97M-V/def2-TZVPD) on C20H28N4O3 in the gas phase at a distorted geometry.

Its charge is 0. The energy relative to the best compared isomer or geometry (same formula, charge and spin) comes out at 26.9 kcal per mole. The energy comes out at -33299.017 eV. As for the structure (SMILES): CC[C@@H](C)[C@@H](NC(C)=O)C(=O)N[C@H](Cc1c[nH]c2ccccc12)C(=O)NC. The value obtained for the HOMO energy is -7.755 eV.

Last column: Löwdin charge in e.
Atoms and positions in Å:
1 C -2.2662 -0.5520 -4.9762  -0.084
2 C -1.5819 -1.3287 -3.7977  -0.209
3 C -0.7468 -0.4039 -2.8978  -0.348
4 C 0.3116 0.3044 -3.7390  -0.064
5 C -1.5489 0.6028 -2.0290  -0.166
6 N -2.6688 -0.0218 -1.3247  0.122
7 C -2.6646 -1.0662 -0.5184  -0.583
8 C -3.9874 -1.3018 0.1648  0.023
9 O -1.6792 -1.7199 -0.3026  0.062
10 C -0.5775 1.3712 -1.1378  -0.468
11 O -0.2315 2.5203 -1.3842  0.061
12 N -0.2149 0.7607 -0.0183  0.143
13 C 0.2710 1.5032 1.1546  -0.212
14 C 0.8738 0.5678 2.2021  -0.080
15 C 2.1243 -0.2368 1.7841  -0.126
16 C 2.6523 -0.2999 0.5271  -0.057
17 N 3.6698 -1.2272 0.4814  0.064
18 C 3.8737 -1.8302 1.7131  -0.195
19 C 4.6826 -2.8485 2.1961  -0.027
20 C 4.5371 -3.2605 3.5340  -0.106
21 C 3.6589 -2.6345 4.3832  -0.116
22 C 2.8250 -1.6464 3.8974  -0.039
23 C 2.8945 -1.2115 2.5777  -0.114
24 C -0.8627 2.3428 1.8208  -0.450
25 O -1.8891 1.7588 2.1844  0.050
26 N -0.6516 3.6651 1.9162  0.030
27 C -1.7909 4.5203 2.2066  -0.063
28 H -2.8407 -1.2632 -5.5471  0.060
29 H -1.4943 -0.1078 -5.6096  0.064
30 H -2.9217 0.2275 -4.5564  0.072
31 H -0.9325 -2.0629 -4.2627  0.102
32 H -2.3033 -1.9317 -3.2176  0.107
33 H -0.2263 -1.1087 -2.2186  0.136
34 H -0.1051 1.1495 -4.2852  0.082
35 H 1.1205 0.6957 -3.0577  0.091
36 H 0.7415 -0.4677 -4.4181  0.096
37 H -1.9331 1.3425 -2.7186  0.148
38 H -3.5685 0.4730 -1.3457  0.161
39 H -4.7502 -1.1189 -0.5670  0.073
40 H -4.1135 -0.5685 0.9666  0.097
41 H -4.0343 -2.3044 0.5415  0.083
42 H -0.6367 -0.1526 0.1122  0.114
43 H 1.0756 2.1864 0.8171  0.149
44 H 1.1336 1.2601 2.9972  0.123
45 H 0.1333 -0.1028 2.6010  0.121
46 H 2.2700 0.2612 -0.3117  0.116
47 H 4.0859 -1.5412 -0.3922  0.155
48 H 5.3545 -3.3616 1.5043  0.105
49 H 5.2049 -4.0155 3.9424  0.100
50 H 3.6033 -2.9559 5.4001  0.093
51 H 2.0820 -1.2077 4.5565  0.109
52 H 0.2108 4.0612 1.6023  0.134
53 H -1.4357 5.5899 2.2459  0.103
54 H -2.5228 4.4232 1.4299  0.078
55 H -2.2095 4.2733 3.1734  0.081